P | {"formula": "C3H10N3O", "method": "ωB97M-V with the def2-TZVPD basis set", "elements": ["C", "N", "O", "H", "H", "H", "C", "C", "N", "N", "H", "H", "H", "H", "H", "H", "H"], "positions_angstrom": [[1.9645, 0.1849, -0.8395], [2.2225, 1.4965, -0.6449], [1.4001, -0.2496, -1.8315], [2.2753, -0.4586, -0.0132], [2.8015, 1.7878, 0.1234], [2.1693, 2.1104, -1.4435], [-1.7729, 0.0271, 1.2951], [-1.2982, -1.0237, 0.5107], [-1.2574, -0.8269, -0.9795], [-1.2793, 0.2926, 2.6055], [-2.7242, 0.5015, 1.0771], [-0.5956, -1.7799, 0.8459], [-1.6041, -1.6382, -1.4791], [-1.8348, -0.0189, -1.2282], [-0.2914, -0.6128, -1.2844], [-0.3355, -0.0530, 2.7250], [-1.3100, 1.2713, 2.8605]], "s_squared": 0.756, "total_charge": 0, "spin_multiplicity": 2}



Q | {"formula": "C3H10N3O", "method": "ωB97M-V with the def2-TZVPD basis set", "elements": ["C", "N", "C", "O", "H", "H", "H", "H", "H", "H", "N", "C", "N", "H", "H", "H", "H"], "positions_angstrom": [[0.7998, -2.4618, -0.0136], [-0.1696, -1.5859, -0.6895], [0.6276, -0.4879, -1.3755], [1.5439, -0.9504, -2.1681], [1.4715, -2.8973, -0.7533], [0.3971, -3.2261, 0.6532], [1.4218, -1.9113, 0.7164], [-0.5294, -2.1304, -1.4923], [1.0344, 0.1546, -0.5009], [-0.1771, 0.1802, -1.8277], [-1.1571, 0.9865, 0.7458], [-0.7615, 2.2472, 1.1993], [-1.0353, 2.6515, 2.3963], [-0.8933, 0.4900, -0.0912], [-1.5454, 0.4087, 1.4630], [-0.2460, 2.7974, 0.4732], [-0.7456, 3.5874, 2.6743]], "s_squared": 0.755, "total_charge": 0, "spin_multiplicity": 2}



Which structure is most stable? Q, by 0.383 eV over the runner-up.



P | {"formula": "H5PSi", "method": "ωB97M-V with the def2-TZVPD basis set", "elements": ["Si", "P", "H", "H", "H", "H", "H"], "positions_angstrom": [[0.6916, -0.5114, 0.0981], [-1.4758, -0.1223, 0.2488], [0.9409, -1.1782, -1.0794], [1.6080, 0.9118, -0.8322], [1.2887, -0.9209, 1.4091], [-1.8367, 0.8866, -0.9190], [-1.2167, 0.9343, 1.0747]], "total_charge": 0}



Q | {"formula": "H5PSi", "method": "ωB97M-V with the def2-TZVPD basis set", "elements": ["Si", "P", "H", "H", "H", "H", "H"], "positions_angstrom": [[-1.6929, -0.4538, -0.4437], [2.4168, -0.1670, 0.3810], [-1.2707, -0.9905, -1.6721], [-3.0687, -0.4121, -0.0061], [-0.6065, -0.6660, 0.6213], [1.6040, -0.7227, -0.6381], [1.7384, -0.8968, 1.3591]], "total_charge": 0}



Which structure is most stable? P, by 1.580 eV over the runner-up.



P | {"formula": "CHO3PS2", "method": "ωB97M-V with the def2-TZVPD basis set", "elements": ["C", "O", "O", "O", "P", "S", "S", "H"], "positions_angstrom": [[0.4206, 0.1495, -0.5694], [-0.8532, -2.8399, 0.0098], [1.5385, -2.9779, 0.3514], [0.4637, -0.3453, -1.7044], [0.2578, -2.4144, 0.8827], [-1.4797, 3.1981, 0.3259], [0.2375, 1.1004, 0.6592], [-0.5852, 4.1295, 0.0449]], "total_charge": -2}



Q | {"formula": "CHO3PS2", "method": "ωB97M-V with the def2-TZVPD basis set", "elements": ["C", "O", "O", "O", "P", "S", "S", "H"], "positions_angstrom": [[-1.4812, -0.7402, -0.4482], [0.5010, -0.2695, 1.5703], [-1.7778, -0.7265, -1.6073], [2.8508, 0.1253, -1.1024], [-0.0401, 0.3575, 0.3485], [-2.1696, -1.4909, 0.8415], [-0.5812, 2.2475, 0.6018], [2.6981, 0.4968, -0.2044]], "total_charge": -2}



Which structure is most stable? P, by 1.789 eV over the runner-up.